Record 1
Below is C23H30BrNO4PdSb2 as an isolated structure, with properties calculated with ωB97M-V with the def2-TZVPD basis set.

maximum force = 0.798 eV/A
energy relative to the best compared isomer or geometry (same formula, charge and spin) = 0.0000 eV

```
! RIJCOSX wB97M-V def2-TZVPD def2/J DEFGRID3
* xyz 0 1
Pd 0.1864 -0.4638 -0.6131
C -2.8143 0.8330 1.5493
Sb -0.7134 0.5258 1.4441
C -0.4277 -0.5083 3.2654
C 0.0041 2.5191 1.7842
C -0.9804 3.5306 1.2829
C -1.8583 4.1104 2.1979
C -2.8369 5.0093 1.8094
C -2.9467 5.3545 0.4715
C -2.0710 4.7990 -0.4466
C -1.0831 3.8860 -0.0726
C -0.1980 3.3227 -1.1472
Sb -0.8583 1.3880 -1.9118
C -2.9497 1.6711 -2.0229
C -0.1371 1.5364 -3.8846
H -3.1092 1.1040 2.5626
H -3.3052 -0.0943 1.2555
H -3.1115 1.6300 0.8701
H -1.0728 -0.0706 4.0255
H 0.6193 -0.4435 3.5464
H -0.6923 -1.5524 3.1035
H 0.9750 2.5763 1.2953
H 0.1507 2.6296 2.8590
H -1.7655 3.8442 3.2454
H -3.5025 5.4400 2.5459
H -3.7011 6.0580 0.1443
H -2.1454 5.0807 -1.4915
H 0.8186 3.1368 -0.7975
H -0.1465 4.0112 -1.9913
H -3.2031 1.8498 -3.0671
H -3.2572 2.5186 -1.4144
H -3.4286 0.7535 -1.6954
H -0.4513 2.4929 -4.3014
H -0.5341 0.7089 -4.4654
H 0.9485 1.4766 -3.8519
Br 5.5323 -3.7518 4.6519
C 4.1763 -3.9864 3.3464
C 3.8375 -5.2683 2.9436
C 2.8442 -5.4324 1.9891
C 2.2020 -4.3298 1.4459
C 2.5538 -3.0504 1.8608
C 3.5478 -2.8740 2.8176
C 1.8774 -1.8320 1.2896
O 2.1848 -0.7116 1.6852
O 0.9916 -2.0863 0.3992
H 4.3439 -6.1227 3.3713
H 2.5716 -6.4306 1.6713
H 1.4229 -4.4430 0.7047
H 3.8105 -1.8725 3.1278
C 3.0684 -2.4565 -2.0862
C 2.5521 -1.1021 -2.0698
N 2.1508 -0.0249 -2.0491
H 3.3899 -2.7096 -3.0948
H 2.2493 -3.1092 -1.7860
H 3.9003 -2.5453 -1.3895
C -1.6439 -2.7484 -4.0215
C -1.0127 -1.8881 -2.9455
O 0.1021 -2.1827 -2.4816
O -1.6745 -0.8756 -2.5629
H -1.2222 -3.7507 -4.0107
H -1.4342 -2.2971 -4.9937
H -2.7237 -2.7820 -3.8962
*
```

The net atomic charges from Löwdin, expressed in e, are: 0.402, -0.275, 1.420, -0.266, -0.277, -0.304, -0.063, -0.084, -0.084, -0.068, -0.294, -0.286, 1.391, -0.250, -0.262, 0.016, 0.016, -0.006, 0.014, 0.010, 0.022, 0.063, 0.068, 0.114, 0.102, 0.102, 0.114, 0.057, 0.062, 0.021, -0.003, 0.010, 0.014, 0.013, -0.003, 0.725, -0.681, -0.132, -0.071, -0.023, -0.129, -0.066, -0.656, -0.033, -0.189, 0.098, 0.105, 0.115, 0.112, -0.041, -0.262, 0.122, 0.091, 0.073, 0.093, -0.003, -0.711, -0.055, -0.219, 0.074, 0.079, 0.076


Record 2
Below is a 2-piece molecular cluster, C2H10NS3 overall, with properties calculated with ωB97M-V with the def2-TZVPD basis set.

maximum force = 0.421 eV/A
energy relative to the best compared isomer or geometry (same formula, charge and spin) = 0.0000 eV

```
! RIJCOSX wB97M-V def2-TZVPD def2/J DEFGRID3
* xyz 1 1
C 0.0146 1.1776 0.7094
C -0.3524 1.5504 -0.7096
S -1.7527 2.6996 -0.6197
N 1.0811 0.1149 0.6801
H -0.8428 0.7533 1.2262
H 0.4045 2.0199 1.2770
H -0.6240 0.6516 -1.2563
H 0.4927 2.0350 -1.1974
H -1.7729 2.9502 -1.9347
H 1.4780 -0.0443 1.6084
H 1.8353 0.3921 0.0498
H 0.6952 -0.7869 0.3371
S -0.2366 -2.5963 -0.8631
S 0.6722 -3.6725 0.6652
H -1.3935 -2.3517 -0.2228
H 0.3013 -4.8930 0.2506
*
```

The net atomic charges from Löwdin, expressed in e, are: -0.242, -0.572, 0.762, 0.168, 0.128, 0.134, 0.066, 0.086, -0.117, 0.174, 0.172, 0.022, 0.288, 0.278, -0.168, -0.179


Record 3
Below is a 2-piece molecular cluster, FH3OP2 overall at a distorted geometry, with properties calculated with ωB97M-V with the def2-TZVPD basis set.

maximum force = 2.201 eV/A
energy relative to the best compared isomer or geometry (same formula, charge and spin) = 3.7624 eV

```
! RIJCOSX wB97M-V def2-TZVPD def2/J DEFGRID3
* xyz 0 1
O -1.5298 0.8768 -0.3745
F 1.6679 -1.3087 0.7584
P 0.0694 0.6853 -0.6981
P 0.0552 -1.1706 0.4941
H -1.8861 1.7435 -0.7448
H 1.7425 1.3263 1.2693
H -0.1190 -2.1526 -0.7044
*
```

The net atomic charges from Löwdin, expressed in e, are: -0.564, -0.518, 0.516, 0.538, 0.067, 0.035, -0.075


Record 4
Below is C37H40BrEuIN3P2S6 as an isolated structure at a distorted geometry, with properties calculated with ωB97M-V with the def2-TZVPD basis set.

maximum force = 1.736 eV/A
energy relative to the best compared isomer or geometry (same formula, charge and spin) = 2.9115 eV

```
! RIJCOSX wB97M-V def2-TZVPD def2/J DEFGRID3
* xyz 0 7
Eu 1.1140 -0.2786 0.7558
C 0.6224 3.2226 -0.1818
C 1.8961 3.0361 0.5842
C 2.5342 4.1383 1.1822
C 3.7440 3.9533 1.7820
C 4.3704 2.6893 1.7489
C 5.6548 2.4852 2.2860
C 6.2400 1.2539 2.1917
C 5.5682 0.2001 1.5612
C 4.2949 0.3417 1.0454
S 3.5881 -1.0632 0.2537
C 3.6623 1.6193 1.1396
N 2.4100 1.8201 0.6211
H -0.0924 3.8376 0.3631
H 0.1679 2.2602 -0.4308
H 0.8422 3.7229 -1.1256
H 2.0535 5.1066 1.1667
H 4.2551 4.7724 2.2735
H 6.1649 3.3171 2.7550
H 7.2282 1.0849 2.5981
H 6.0483 -0.7647 1.4687
S 2.8186 -4.4301 6.7713
C 2.2941 -3.4705 5.5226
S 2.6690 -1.7624 5.4121
C 1.7941 -1.4697 3.9206
C 1.1845 -2.5649 3.3400
S 0.2428 -2.5941 1.9107
S 1.3329 -4.0898 4.1975
S 1.7490 0.1538 3.3943
C -1.6050 -0.1801 -2.5552
P -0.7750 -1.1762 -1.2568
C -2.2587 -1.5634 -0.2275
N -3.1721 -2.2949 -0.8557
C -4.3114 -2.6468 -0.1942
C -5.2991 -3.4171 -0.8299
C -6.4385 -3.7790 -0.1428
C -6.6220 -3.3868 1.1871
C -5.6707 -2.6234 1.8299
C -4.5066 -2.2339 1.1484
N -3.5912 -1.4195 1.7505
C -2.5015 -1.0698 1.0798
P -1.4752 0.1894 1.9357
C -1.6663 -0.3095 3.6848
C -2.5723 1.7384 1.8843
C -3.8851 1.6214 2.6562
C -1.7266 2.8683 2.4882
C -2.8736 2.0348 0.4138
C -0.3020 -2.7582 -2.2078
C -1.4208 -3.4133 -3.0163
C 0.8235 -2.3687 -3.1731
C 0.2607 -3.7678 -1.2099
H -2.4470 -0.7433 -2.9520
H -0.9013 0.0697 -3.3484
H -1.9725 0.7463 -2.1144
H -5.1392 -3.7143 -1.8586
H -7.2021 -4.3735 -0.6286
H -7.5242 -3.6807 1.7088
H -5.7934 -2.3059 2.8577
H -2.7224 -0.4290 3.9085
H -1.2092 0.4451 4.3262
H -1.1627 -1.2577 3.8462
H -3.7190 1.6278 3.7336
H -4.4178 0.7125 2.3891
H -4.5174 2.4813 2.4167
H -1.6561 2.7692 3.5726
H -2.1808 3.8392 2.2717
H -0.7076 2.8672 2.0922
H -3.4725 1.2367 -0.0278
H -1.9523 2.1446 -0.1633
H -3.4398 2.9658 0.3302
H -1.8928 -2.7118 -3.7031
H -2.1857 -3.8269 -2.3715
H -0.9827 -4.2198 -3.6130
H 0.5148 -1.6027 -3.8863
H 1.1204 -3.2534 -3.7419
H 1.7018 -2.0169 -2.6345
H -0.4890 -4.0706 -0.4785
H 1.1251 -3.3614 -0.6755
H 0.5962 -4.6611 -1.7424
Br 0.2666 2.5244 -3.8904
C 1.9881 2.4234 -4.6752
C 2.2045 3.1536 -5.8354
C 3.4338 3.0868 -6.4678
C 4.4335 2.2787 -5.9465
C 4.2056 1.5558 -4.7886
C 2.9833 1.6263 -4.1296
I 2.8565 0.5331 -2.2594
H 1.4108 3.7688 -6.2359
H 3.6060 3.6622 -7.3673
H 5.3949 2.2140 -6.4382
H 4.9833 0.9255 -4.3763
*
```

The net atomic charges from Löwdin, expressed in e, are: 1.128, -0.055, -0.328, 0.000, 0.017, -0.155, -0.033, -0.064, -0.107, -0.660, 0.369, -0.315, -0.099, 0.077, 0.031, 0.067, 0.122, 0.125, 0.115, 0.110, 0.101, 0.571, -1.452, 0.912, -1.116, -1.103, 0.590, 0.926, 0.564, -0.276, 0.910, -0.481, 0.072, -0.226, -0.038, -0.112, -0.114, -0.039, -0.227, 0.072, -0.507, 0.879, -0.273, -0.696, -0.091, -0.109, -0.101, -0.704, -0.096, -0.145, -0.138, 0.042, -0.031, 0.018, 0.102, 0.093, 0.093, 0.102, 0.037, 0.035, 0.006, 0.076, 0.066, 0.087, 0.077, 0.090, 0.038, 0.082, 0.041, 0.089, 0.073, 0.059, 0.085, 0.070, 0.089, -0.016, 0.061, 0.032, 0.092, 0.786, -0.711, -0.138, -0.082, -0.084, -0.163, -0.635, 1.038, 0.098, 0.107, 0.107, 0.089


Record 5
Below is a 2-piece molecular cluster, C3H10OS2 overall at a distorted geometry, with properties calculated with ωB97M-V with the def2-TZVPD basis set.

maximum force = 2.432 eV/A
SMILES = CCO.CSS
energy relative to the best compared isomer or geometry (same formula, charge and spin) = 1.8539 eV

```
! RIJCOSX wB97M-V def2-TZVPD def2/J DEFGRID3
* xyz 0 1
C -0.3054 1.8930 -1.2294
C -1.1533 2.4285 -0.1217
O -1.1612 1.5081 0.9672
H 0.6722 1.5750 -0.8849
H -0.1946 2.4955 -2.1346
H -0.8080 1.0562 -1.7528
H -0.7150 3.3848 0.1983
H -2.1815 2.7401 -0.3229
H -1.5657 0.6942 0.6460
C 1.9854 -2.4681 0.5804
S 0.7793 -1.1829 0.9844
S -0.9759 -2.3786 0.8298
H 2.1931 -3.0731 1.4661
H 1.6468 -3.0003 -0.3076
H 2.9136 -1.9350 0.3431
H -1.1298 -3.7375 0.7386
*
```

The net atomic charges from Löwdin, expressed in e, are: -0.109, -0.327, -0.115, 0.065, 0.072, 0.080, 0.112, 0.110, 0.046, -0.506, 0.417, 0.251, 0.032, 0.024, 0.029, -0.180